The following is a DFT calculation (ωB97M-V/def2-TZVPD) of a molecular structure, C2H3O3Si in a non-equilibrium geometry.

Its energy above the lowest of the compared OMol25 structures with the same formula, charge and spin is 0.30 kcal/mol. The HOMO-LUMO gap is 8.11 eV. As for the calculated total energy: -16143.059 eV. Its net charge is -1. The molecular weight comes out at 103.13 g/mol. The LUMO energy is 4.14 eV.

Geometry as XYZ:
```
9
Properties=species:S:1:pos:R:3:nbo_charge:R:1
C 1.359 -0.451 -0.013 0.6163
C 0.605 0.821 0.002 0.1633
O 2.545 -0.558 0.147 -0.6500
O 0.479 -1.374 -0.324 -0.7600
O 1.009 1.914 -0.241 -0.5290
Si -1.080 -0.042 0.045 0.8339
H -1.611 -0.399 -1.310 -0.1847
H -1.682 1.118 0.523 -0.2849
H -1.623 -1.028 1.170 -0.2050
```


The following is a DFT calculation (ωB97M-V/def2-TZVPD) of a gas-phase ion, C2H3O4S2 (charge -1) in a non-equilibrium geometry.

Its energy above the lowest of the compared OMol25 structures with the same formula, charge and spin is 63.92 kcal/mol. The HOMO-LUMO gap is 8.36 eV. As for the calculated total energy: -31982.597 eV. Its net charge is -1. The molecular weight comes out at 155.18 g/mol. The LUMO energy is 3.66 eV.

Geometry as XYZ:
```
11
Properties=species:S:1:pos:R:3:nbo_charge:R:1
C 1.045 0.213 0.412 -0.3345
C 2.267 0.128 -0.293 -0.4443
O -1.863 1.826 -0.469 -0.9783
O 0.139 -2.144 0.124 -1.0085
O -1.491 -0.430 0.923 -0.9753
O -3.300 -0.118 -0.989 -0.9640
S -0.420 -0.775 -0.150 1.4793
S -2.783 0.803 0.049 1.6658
H 0.862 0.885 1.153 0.1853
H 2.349 -0.658 -0.987 0.1897
H 3.192 0.272 0.228 0.1847
```


The following is a DFT calculation (ωB97M-V/def2-TZVPD) of 2 unconnected molecules or ions with the total composition C2H3O4S2 in a non-equilibrium geometry.

Its energy above the lowest of the compared OMol25 structures with the same formula, charge and spin is 0.00 kcal/mol. The HOMO-LUMO gap (alpha / beta) is 6.85 / 6.85 eV. As for the calculated total energy: -31985.369 eV. Its net charge is -1. The molecular weight comes out at 155.18 g/mol. The LUMO energy (alpha / beta) is 3.22 / 3.21 eV.

Geometry as XYZ:
```
11
Properties=species:S:1:pos:R:3:nbo_charge:R:1
C 0.817 1.687 0.067 0.6778
C 0.510 0.300 -0.311 0.1839
O -0.080 2.607 -0.347 -0.6924
O 1.803 2.047 0.667 -0.5666
O -1.779 -1.776 0.797 -1.0044
O -0.588 0.110 -0.881 -0.6761
S 1.239 -2.691 -0.112 -0.6267
S 1.795 -0.829 0.230 0.2179
H -1.288 -2.578 0.427 0.4866
H -0.919 2.134 -0.776 0.5123
H -1.511 -1.010 0.238 0.4878
```


The following is a DFT calculation (ωB97M-V/def2-TZVPD) of 2 unconnected molecules or ions with the total composition C2H3OP in a non-equilibrium geometry.

Its energy above the lowest of the compared OMol25 structures with the same formula, charge and spin is 54.52 kcal/mol. The HOMO-LUMO gap is 7.43 eV. As for the calculated total energy: -13455.395 eV. The molecular weight comes out at 74.02 g/mol. The LUMO energy is -1.42 eV.

Geometry as XYZ:
```
7
Properties=species:S:1:pos:R:3:nbo_charge:R:1
C -0.173 0.015 0.383 -0.4526
C 1.014 -0.138 -0.234 -0.4732
O 4.280 0.149 -0.312 -0.9551
P 3.364 -0.980 -0.321 1.3506
H -0.947 0.731 0.164 0.2038
H 1.033 0.348 -1.167 0.1458
H -0.216 -0.523 1.283 0.1807
```


The following is a DFT calculation (ωB97M-V/def2-TZVPD) of 2 unconnected molecules or ions with the total composition C2H3OP in a non-equilibrium geometry.

Its energy above the lowest of the compared OMol25 structures with the same formula, charge and spin is 70.56 kcal/mol. As for the SMILES: C#P.C=O. The HOMO-LUMO gap is 9.04 eV. As for the calculated total energy: -13454.699 eV. The molecular weight comes out at 74.02 g/mol. The LUMO energy is -0.73 eV.

Geometry as XYZ:
```
7
Properties=species:S:1:pos:R:3:nbo_charge:R:1
C 1.874 -1.081 0.033 -0.7949
P 1.627 -1.090 1.603 0.6089
H 2.643 -0.764 -0.516 0.1888
C 0.146 -0.946 -1.944 0.2790
O -0.790 -0.319 -1.513 -0.5036
H 1.011 -0.591 -2.530 0.1166
H 0.353 -2.124 -1.639 0.1052
```


The following is a DFT calculation (ωB97M-V/def2-TZVPD) of a single C2H3OPS molecule in a non-equilibrium geometry.

Its energy above the lowest of the compared OMol25 structures with the same formula, charge and spin is 113.36 kcal/mol. The HOMO-LUMO gap is 7.49 eV. As for the calculated total energy: -24288.420 eV. The molecular weight comes out at 106.09 g/mol. The LUMO energy is -0.47 eV.

Geometry as XYZ:
```
8
Properties=species:S:1:pos:R:3:nbo_charge:R:1
C 1.027 0.964 0.083 0.0322
C 0.313 -1.409 -0.295 -0.4489
O -0.117 1.324 -0.501 -0.7727
P -1.517 0.912 0.238 0.7607
S -1.255 -1.351 0.042 0.1942
H 1.813 1.164 -0.667 0.0966
H 0.748 -2.386 -0.451 0.1889
H -1.013 0.783 1.551 -0.0510
```